Record 1
{"formula": "C13H13AsN4O2ReS4", "method": "the ωB97M-V functional and the def2-TZVPD basis", "species": ["Re", "N", "C", "C", "C", "O", "O", "H", "H", "H", "H", "H", "H", "S", "As", "S", "S", "S", "N", "C", "C", "C", "C", "C", "C", "C", "N", "C", "C", "N", "C", "H", "H", "H", "H", "H", "H", "H"], "coordinates": [[-2.142806, -0.938931, 1.419779], [-2.028083, -2.305169, -0.382047], [-2.638261, -1.933733, -1.703772], [-4.106653, -1.451158, -1.686308], [-4.341953, -0.031826, -1.458935], [-4.570647, 1.051165, -1.512124], [-3.387066, -0.038532, 0.788951], [-1.041820, -2.482035, -0.585948], [-2.410591, -3.216646, -0.127309], [-2.654585, -2.835125, -2.317176], [-1.997279, -1.212091, -2.206981], [-4.750678, -2.012968, -1.001932], [-4.522993, -1.564915, -2.700851], [-4.444882, -1.150555, 5.874251], [-2.843554, -1.506117, 4.513202], [-1.609804, -0.006767, 3.444819], [-3.016550, -2.667211, 2.595015], [-2.662332, -2.272881, 6.490386], [6.009617, 4.679913, -2.847490], [5.288062, 3.949971, -2.334507], [4.383815, 3.038861, -1.691285], [4.872850, 2.051254, -0.841689], [3.999912, 1.173567, -0.222007], [2.639797, 1.288968, -0.460900], [2.139277, 2.268927, -1.306623], [3.013398, 3.145662, -1.920538], [1.725246, 0.370292, 0.193962], [2.081252, -0.727444, 0.945776], [0.938586, -1.294729, 1.398378], [-0.129537, -0.553652, 0.910309], [0.393837, 0.448448, 0.192544], [5.935973, 1.973008, -0.662303], [4.407932, 0.427741, 0.443999], [1.082695, 2.370463, -1.512180], [2.638928, 3.914064, -2.582096], [3.101017, -1.027400, 1.101477], [0.814684, -2.159239, 2.029968], [-0.166802, 1.236817, -0.277815]], "forces_ev_per_angstrom": [[0.37, -0.19, 0.13], [-0.19, -0.03, -0.05], [0.02, 0.05, -0.04], [0.01, -0.03, 0.13], [0.07, -0.30, -0.41], [-0.09, 0.29, 0.18], [-0.09, 0.24, 0.04], [0.01, -0.02, 0.04], [0.06, -0.02, 0.03], [0.04, 0.06, -0.08], [0.01, 0.04, 0.06], [-0.04, 0.05, 0.01], [-0.01, -0.14, 0.03], [-0.02, 0.01, 0.00], [0.01, -0.03, -0.18], [-0.11, 0.03, -0.02], [0.00, 0.08, 0.09], [0.05, -0.03, 0.00], [0.00, 0.00, -0.01], [0.02, 0.01, 0.01], [-0.02, -0.02, 0.01], [0.00, 0.01, -0.01], [-0.01, 0.00, 0.04], [0.03, 0.03, -0.02], [-0.02, -0.03, -0.01], [0.02, 0.01, 0.00], [-0.03, -0.02, 0.01], [0.00, -0.03, -0.02], [-0.01, -0.04, -0.03], [-0.12, -0.06, 0.03], [0.04, 0.06, 0.04], [0.00, 0.00, 0.00], [0.00, 0.00, 0.01], [0.00, -0.01, -0.01], [0.00, 0.00, 0.00], [0.00, 0.00, -0.01], [0.01, 0.00, 0.01], [0.00, 0.01, 0.01]], "homo_ev": -16.420, "charge": 3, "de_lowest_kj_mol": 0.0, "lumo_energy_ha": -0.4174, "orbital_gap_ev": 5.1}

Record 2
{"formula": "C13H13B2Br4NO19", "method": "the ωB97M-V functional and the def2-TZVPD basis", "species": ["N", "H", "H", "H", "H", "O", "C", "O", "B", "O", "C", "O", "O", "C", "O", "C", "O", "O", "O", "C", "O", "B", "O", "C", "O", "O", "C", "O", "C", "O", "O", "O", "C", "O", "O", "H", "Br", "C", "C", "Br", "H", "H", "H", "H", "Br", "C", "C", "Br", "H", "H", "H", "H"], "coordinates": [[0.420249, 0.211811, 1.735002], [0.193619, -0.041189, 0.783832], [1.417369, 0.372441, 1.728842], [0.241529, -0.595919, 2.314442], [-0.039921, 1.029991, 2.107732], [-0.916561, -0.655599, -0.552608], [-0.872441, 0.044101, -1.565468], [-1.090201, 1.340181, -1.665328], [-0.956471, 1.771201, -3.101828], [-0.825601, 0.447111, -3.845948], [-0.779311, -0.597579, -2.965098], [-0.530421, -1.736509, -3.232338], [-2.103611, 2.618801, -3.552248], [-1.627031, 3.733331, -4.015328], [-2.259811, 4.658261, -4.493838], [-0.094521, 3.745461, -3.857678], [0.240849, 2.612631, -3.323198], [0.707079, 4.628031, -4.167018], [1.565259, -2.945759, -1.027588], [2.430309, -2.935229, -0.085598], [3.695249, -2.900659, -0.328188], [4.426169, -2.690999, 0.951432], [3.396499, -2.616789, 1.929792], [2.181619, -2.661449, 1.334832], [1.128579, -2.549209, 1.953932], [5.265589, -1.505049, 0.940462], [6.537479, -1.824809, 1.265352], [7.505529, -1.027759, 1.372542], [6.621579, -3.325559, 1.288192], [5.348839, -3.788549, 1.197722], [7.667949, -3.962379, 1.397552], [1.615029, 2.645971, 0.791672], [2.576369, 2.319191, -0.086238], [3.064189, 3.232461, -0.758658], [3.034469, 1.177251, -0.205208], [1.613549, 3.593751, 0.639012], [-4.766231, -5.037829, 1.659842], [-4.251211, -3.136989, 1.988992], [-2.788081, -2.890069, 2.205432], [-2.545781, -0.958679, 2.542682], [-4.636131, -2.916259, 2.984592], [-4.638891, -2.579009, 1.136662], [-2.137741, -3.145569, 1.368842], [-2.420911, -3.493619, 3.035502], [-1.956951, 2.254091, 1.070832], [-3.976831, 2.285511, 0.857262], [-4.511891, 3.084941, -0.395338], [-3.857941, 4.969641, -0.151468], [-4.392461, 2.600811, 1.814312], [-4.291291, 1.254961, 0.692372], [-5.600771, 3.134151, -0.400658], [-4.025931, 2.752921, -1.312778]], "forces_ev_per_angstrom": [[1.41, -0.10, 0.86], [-1.28, -0.12, -1.05], [0.52, 0.11, 0.26], [-0.15, -0.63, 0.21], [-0.38, 0.17, -0.30], [0.64, 1.67, -0.90], [-1.48, -1.60, 0.79], [0.64, -0.33, -0.30], [0.19, -1.18, -0.64], [-0.50, 0.21, 1.21], [1.39, 1.12, -1.38], [-0.74, 0.75, 0.33], [0.29, -1.66, 0.82], [-0.50, 3.12, -1.37], [0.62, -1.39, 0.68], [1.90, 2.45, -1.01], [-0.14, -1.57, 0.88], [-2.11, -1.64, 0.58], [2.64, -0.39, 4.17], [-3.67, 0.94, -6.57], [1.09, -0.18, 0.39], [1.17, -0.44, -0.93], [-2.50, 0.41, 0.61], [-0.17, -0.48, 3.68], [1.27, 0.24, -1.17], [1.29, 0.69, 0.51], [2.29, 3.65, -0.90], [-3.72, -2.78, -0.14], [1.24, -2.11, 0.68], [1.80, -0.50, 0.12], [-2.76, 1.12, -0.31], [0.42, -0.64, -0.33], [-0.24, -0.74, 0.78], [0.83, 0.31, -0.96], [-0.30, 0.25, -0.03], [-0.81, 0.89, 0.47], [0.54, 0.78, 0.13], [0.00, -0.28, 0.48], [1.02, -0.84, -0.65], [-0.23, -0.76, 0.10], [-1.01, 0.18, -0.57], [-0.20, 0.00, 0.46], [-0.16, 0.33, -0.17], [-0.02, 0.50, 0.26], [-1.83, 0.58, -0.06], [-0.33, -0.11, -1.12], [2.02, 0.69, 1.89], [-0.54, -0.60, -0.31], [0.24, 0.33, -0.25], [0.43, -0.18, 0.13], [0.24, -0.18, -0.10], [-0.39, -0.06, 0.06]], "homo_ev": [-7.835, -7.835], "s_squared": 0.758, "spin_multiplicity": 2, "charge": -1, "lumo_energy_ha": [0.0473, -0.0889], "orbital_gap_ev": [9.1, 5.4]}

Record 3
{"formula": "C13H13CoN3S2", "method": "the ωB97M-V functional and the def2-TZVPD basis", "species": ["Co", "C", "S", "C", "S", "N", "N", "C", "C", "C", "C", "C", "C", "N", "H", "H", "H", "H", "H", "H", "H", "H", "C", "C", "C", "C", "C", "H", "H", "H", "H", "H"], "coordinates": [[-0.151556, -0.034714, 0.681643], [5.013876, 0.562123, 0.814497], [4.340791, -0.991843, 0.197255], [2.640332, -0.674833, 0.134025], [1.962589, 0.863925, 0.638178], [1.920435, -1.595701, -0.453225], [0.661078, -1.127992, -0.636227], [0.096242, -1.213313, -1.779649], [-1.091987, -0.383431, -1.929841], [-1.873258, -0.385240, -3.074502], [-2.940088, 0.494116, -3.159921], [-3.184711, 1.346493, -2.097722], [-2.364222, 1.289529, -0.982788], [-1.336942, 0.451854, -0.883849], [6.085674, 0.389692, 0.891271], [4.621015, 0.804793, 1.798074], [4.833111, 1.373226, 0.114142], [0.558354, -1.762954, -2.591126], [-1.638747, -1.066702, -3.880158], [-3.565266, 0.518094, -4.041572], [-3.996474, 2.058721, -2.123490], [-2.535047, 1.957379, -0.150942], [0.268816, -0.682130, 2.612367], [-0.798818, -1.489973, 2.154579], [-1.859258, -0.641986, 1.780263], [-1.487565, 0.703070, 2.114276], [-0.183546, 0.676325, 2.646445], [1.241200, -1.027418, 2.923417], [-0.762467, -2.558252, 2.008928], [-2.789004, -0.954806, 1.333143], [-2.088708, 1.584150, 1.972093], [0.404149, 1.517797, 2.970416]], "forces_ev_per_angstrom": [[-0.20, 0.35, 0.49], [0.00, -0.04, 0.08], [0.02, -0.04, 0.11], [-0.20, 0.16, -0.46], [-0.29, -0.28, -0.38], [0.62, -0.09, 0.17], [-0.52, 0.22, 0.24], [0.08, 0.01, 0.30], [-0.33, 0.10, -0.02], [0.11, -0.04, 0.11], [-0.02, 0.05, 0.05], [-0.01, -0.02, -0.04], [-0.03, 0.16, 0.08], [0.63, -0.38, -0.41], [0.01, -0.01, 0.00], [0.00, 0.01, 0.00], [-0.02, 0.00, 0.00], [-0.01, 0.02, -0.03], [0.01, 0.00, 0.00], [0.00, -0.01, -0.01], [0.00, 0.00, 0.01], [0.04, -0.01, 0.02], [0.03, -0.24, -0.06], [0.07, 0.09, -0.29], [0.15, -0.16, -0.02], [0.47, 0.04, 0.17], [-0.52, -0.02, -0.11], [-0.03, -0.01, 0.01], [0.02, 0.01, -0.03], [-0.03, 0.02, 0.03], [-0.01, 0.04, 0.02], [-0.04, 0.07, -0.02]], "homo_ev": [-11.608, -11.608], "charge": 1, "lumo_energy_ha": [-0.1527, -0.1528], "orbital_gap_ev": [7.5, 7.5]}

Record 4
{"formula": "C13H14BeF3IN2", "method": "the ωB97M-V functional and the def2-TZVPD basis", "species": ["C", "C", "H", "H", "H", "H", "H", "H", "C", "C", "C", "C", "H", "H", "H", "H", "N", "C", "C", "N", "C", "C", "C", "H", "H", "C", "H", "H", "Be", "I", "F", "C", "F", "F"], "coordinates": [[-0.713165, -4.196662, 1.821044], [0.776670, -3.921805, 2.350100], [-1.805437, -3.758190, 1.973839], [-0.921945, -5.315448, 2.065090], [-0.418756, -4.181383, 0.740548], [1.318906, -3.052028, 2.996448], [1.002626, -4.939033, 2.787614], [1.352091, -3.891197, 1.371868], [-2.326831, 0.226559, -1.371862], [-3.382144, 1.118604, -1.495021], [-3.198590, 2.472266, -1.354687], [-1.912992, 2.978304, -1.039660], [-2.410508, -0.852666, -1.477159], [-4.383671, 0.706222, -1.714766], [-4.016927, 3.192404, -1.485145], [-1.685311, 4.003889, -0.917604], [-1.084606, 0.708940, -1.072242], [-0.867176, 2.019779, -0.879513], [0.467294, 2.355830, -0.419623], [1.236818, 1.188795, -0.276252], [2.460523, 1.256185, 0.274527], [2.237017, 3.655840, 0.481809], [2.998869, 2.469855, 0.685811], [2.984515, 0.293663, 0.388250], [3.980559, 2.486976, 1.141399], [0.984088, 3.566961, -0.062217], [0.339312, 4.473287, -0.245655], [2.671735, 4.607532, 0.766971], [0.334947, -0.084067, -0.838129], [-0.727264, -2.465997, 3.283612], [2.401103, -1.602239, -1.806105], [1.026102, -1.454967, -1.894160], [0.766711, -1.363623, -3.249811], [0.515438, -2.702584, -1.529319]], "forces_ev_per_angstrom": [[-2.01, -4.24, -3.34], [4.90, -2.06, -0.83], [2.74, -1.30, -1.11], [0.54, 1.69, -0.27], [-1.31, 0.01, 0.50], [-1.06, -2.99, -1.90], [0.26, 1.33, -0.04], [-0.39, 0.00, 1.06], [-0.08, 1.47, 0.12], [-0.70, -2.85, -0.39], [1.90, 2.92, 0.55], [-1.18, -2.66, -0.52], [-0.08, 0.29, -0.05], [0.70, 0.32, 0.12], [0.29, -0.50, 0.07], [-0.10, 0.84, 0.08], [-0.11, -1.91, -0.03], [0.09, 2.74, 0.50], [-0.86, -2.66, -0.47], [-0.86, -0.16, -0.17], [0.67, 0.64, 0.40], [0.51, -0.28, 0.17], [-0.45, -0.81, -0.37], [-0.20, 0.64, -0.09], [-0.09, 0.08, -0.07], [-0.56, 2.45, -0.08], [0.97, -0.96, 0.38], [-0.19, -0.04, -0.05], [0.85, -0.04, -1.11], [-3.64, 7.61, 5.83], [-0.73, 0.06, -0.07], [-0.27, -0.01, 0.51], [0.16, 0.02, 0.90], [0.28, 0.36, -0.23]], "homo_ev": [-5.816, -7.038], "charge": 0, "de_lowest_kj_mol": 356.3, "lumo_energy_ha": [-0.0217, -0.0216], "orbital_gap_ev": [5.2, 6.5]}

Record 5
{"formula": "C13H14Br2N2OS4SbTc", "method": "the ωB97M-V functional and the def2-TZVPD basis", "species": ["Tc", "Br", "C", "Br", "H", "H", "S", "Sb", "S", "S", "S", "C", "C", "O", "H", "H", "H", "C", "C", "C", "C", "C", "C", "C", "H", "H", "H", "H", "H", "N", "C", "C", "C", "N", "H", "H", "H", "H"], "coordinates": [[0.677388, -0.561622, -0.403835], [2.509930, -1.669690, 1.055876], [1.649625, -1.936533, 2.792289], [1.818964, -0.386723, 3.895034], [2.135648, -2.775008, 3.267744], [0.598307, -2.108654, 2.594664], [-0.696271, -2.911641, -4.059998], [1.126595, -1.797225, -4.707180], [2.985942, -2.865156, -2.214460], [2.257553, -0.912867, -2.386896], [3.133674, -3.279888, -4.221628], [-0.558021, -3.041976, -0.433361], [-0.671796, -1.771348, 0.421051], [-1.418020, -1.731667, 1.384421], [-0.825922, -3.899714, 0.186567], [0.441990, -3.207851, -0.864232], [-1.246554, -2.981512, -1.282385], [0.432247, 0.738674, 0.664800], [0.249318, 1.807428, 1.599602], [1.101495, 2.915573, 1.616386], [0.920250, 3.911206, 2.561224], [-0.108065, 3.811356, 3.490294], [-0.958418, 2.711361, 3.476250], [-0.783335, 1.708924, 2.539723], [1.904036, 2.979098, 0.890346], [1.582354, 4.767910, 2.576492], [-0.243831, 4.591039, 4.230021], [-1.756147, 2.634730, 4.204764], [-1.419699, 0.829284, 2.519395], [-0.481291, 0.769510, -2.916107], [-1.570477, 1.008246, -3.671468], [-2.633243, 0.420938, -3.026951], [-2.091176, -0.155135, -1.870065], [-0.781941, 0.061517, -1.815135], [0.466765, 1.080693, -3.061236], [-1.504916, 1.558003, -4.596211], [-3.659672, 0.394453, -3.353859], [-2.583298, -0.705733, -1.081945]], "forces_ev_per_angstrom": [[-0.35, -0.09, 0.11], [0.00, -0.10, 0.17], [-0.09, 0.13, -0.14], [0.05, -0.02, 0.10], [0.11, -0.06, -0.01], [0.02, 0.01, -0.02], [0.21, 0.12, -0.07], [-0.14, -0.17, 0.10], [0.04, -0.13, 0.27], [0.06, 0.29, -0.05], [-0.10, 0.08, -0.18], [0.02, -0.08, -0.12], [-0.13, 0.21, 0.40], [0.16, -0.04, -0.33], [0.06, 0.04, -0.02], [-0.17, 0.04, 0.01], [0.05, -0.01, 0.09], [0.31, -0.38, -0.40], [-0.09, 0.26, 0.17], [0.01, -0.04, -0.08], [0.03, 0.03, 0.01], [0.00, -0.05, -0.02], [-0.04, 0.05, 0.07], [-0.05, -0.12, -0.11], [-0.04, 0.00, 0.04], [-0.01, -0.02, 0.00], [0.00, -0.03, -0.03], [0.02, 0.00, -0.02], [0.04, 0.08, 0.02], [0.02, 0.10, -0.11], [0.03, -0.10, 0.16], [-0.12, 0.01, -0.02], [0.04, 0.04, -0.10], [-0.08, -0.04, 0.07], [-0.07, -0.02, 0.02], [0.01, -0.03, 0.06], [0.10, 0.00, 0.04], [0.07, 0.05, -0.07]], "homo_ev": -7.492, "charge": 0, "de_lowest_kj_mol": 61.3, "lumo_energy_ha": -0.0270, "orbital_gap_ev": 6.8}

Record 6
{"formula": "C13H14F2N2O", "method": "the ωB97M-V functional and the def2-TZVPD basis", "species": ["C", "C", "F", "C", "C", "C", "C", "C", "C", "F", "C", "C", "N", "C", "O", "C", "N", "C", "H", "H", "H", "H", "H", "H", "H", "H", "H", "H", "H", "H", "H", "H"], "coordinates": [[0.635017, 3.632895, -0.222461], [0.584385, 2.523770, 0.832765], [-0.149274, 2.974463, 1.921424], [0.078764, 1.206989, 0.282938], [0.994768, 0.396190, -0.316571], [0.655235, -0.849162, -0.893855], [1.739139, -1.694035, -1.514879], [2.772930, -2.183490, -0.492313], [2.131769, -2.700107, 0.783715], [3.019342, -3.569976, 1.426398], [-0.642972, -1.259451, -0.847534], [-1.626209, -0.456925, -0.246623], [-2.916557, -0.904097, -0.239713], [-3.785502, -0.121424, 0.296879], [-5.103159, -0.481189, 0.308879], [-3.452501, 1.155885, 0.836299], [-2.239181, 1.603558, 0.841472], [-1.276697, 0.792683, 0.312939], [-0.251266, 4.253827, -0.109045], [0.652497, 3.210580, -1.224797], [1.522374, 4.247095, -0.081947], [1.592789, 2.335788, 1.210652], [2.033521, 0.708998, -0.342887], [1.277082, -2.547620, -2.010515], [2.245664, -1.084418, -2.264635], [3.368975, -2.994562, -0.906793], [3.431130, -1.350406, -0.240761], [1.210242, -3.251342, 0.583354], [1.904908, -1.895553, 1.483926], [-0.943446, -2.208621, -1.272957], [-5.223125, -1.264287, 0.856702], [-4.240644, 1.773943, 1.249944]], "forces_ev_per_angstrom": [[-0.04, -0.15, 0.20], [0.12, 0.13, -0.19], [0.12, -0.10, 0.05], [-0.14, 0.20, 0.23], [0.21, -0.25, -0.04], [0.21, 0.17, 0.00], [-0.13, 0.04, 0.13], [-0.21, 0.22, 0.22], [0.08, -0.11, 0.01], [-0.10, 0.11, -0.03], [0.01, -0.27, -0.09], [0.00, 0.14, 0.08], [0.12, -0.07, 0.08], [-0.21, 0.02, -0.04], [-0.03, 0.25, 0.32], [-0.16, 0.03, -0.07], [0.08, 0.00, -0.03], [-0.20, 0.00, -0.11], [-0.06, 0.00, -0.08], [0.03, 0.04, -0.04], [-0.06, 0.10, -0.01], [-0.01, -0.01, 0.01], [0.05, 0.02, 0.01], [0.01, -0.01, -0.08], [0.05, -0.16, -0.15], [0.09, 0.06, -0.12], [0.21, -0.14, 0.01], [0.04, -0.09, -0.03], [-0.04, 0.00, 0.00], [-0.06, -0.01, 0.01], [0.04, -0.19, -0.23], [-0.02, 0.02, 0.00]], "homo_ev": -9.213, "smiles": "C[C@@H](F)c1cc(CCCF)cc2nc(O)cnc12", "charge": 0, "de_lowest_kj_mol": 0.0, "lumo_energy_ha": -0.0052, "orbital_gap_ev": 9.1}